No. 1
8
Properties=species:S:1:pos:R:3:forces:R:3:lowdin_charge:R:1 method="wB97M-V/def2-TZVPD" gap_ev=10.3 homo_ev=-10.4 molar_mass_g_mol=81.50 lumo_ev=0.0 e_above_lowest_ev=3.683 total_charge=0
H 1.21109 1.84438 0.31761 0.7 2.6 2.4 0.047
H 0.13253 -1.46796 0.10439 1.9 -0.8 -0.1 -0.046
Cl 2.21842 -0.31207 0.07620 0.1 0.5 0.4 0.458
O -0.28025 0.51642 0.49718 -2.5 -2.7 0.9 -0.187
N -0.76333 -1.07005 0.02711 -0.7 3.6 1.1 0.160
C 0.83225 0.97415 -0.02970 1.1 -3.5 -3.4 -0.588
H -1.18427 -1.34248 0.94542 0.2 0.7 -0.7 0.087
H 0.89490 1.13940 -1.10010 -0.7 -0.4 -0.6 0.068

No. 2
12
Properties=species:S:1:pos:R:3:forces:R:3:lowdin_charge:R:1 method="wB97M-V/def2-TZVPD" gap_ev=11.2 homo_ev=-10.1 molar_mass_g_mol=90.55 lumo_ev=1.1 e_above_lowest_ev=0.619 smiles=ClCC1CC1 total_charge=0
H -0.98166 -0.76999 1.19314 0.9 1.3 -1.2 0.154
H -1.41576 -1.42992 -1.14923 0.5 0.5 0.3 0.075
H 1.40443 -0.68958 1.52440 0.4 -1.1 0.7 0.080
H 1.81352 -0.59053 -0.23622 -0.1 0.3 -0.2 0.092
H 0.66213 1.62370 -0.16249 -0.3 -0.1 0.9 0.098
H 0.39480 1.51590 1.62983 0.0 0.5 1.6 0.074
C 1.14376 -0.32449 0.56807 -1.1 -0.3 0.3 -0.150
C 0.51155 0.99257 0.73981 -1.1 -0.1 -4.0 -0.137
C -1.07995 -0.39164 -0.95752 0.4 -0.5 -0.8 -0.504
Cl -0.10633 0.05807 -2.46890 -0.2 -0.2 1.0 0.485
H -1.95334 0.21669 -1.05668 -0.5 0.5 0.1 0.049
C -0.39314 -0.21078 0.37580 1.0 -0.8 1.3 -0.314

No. 3
123
Properties=species:S:1:pos:R:3:forces:R:3:lowdin_charge:R:1 method="wB97M-V/def2-TZVPD" gap_ev=7.5 homo_ev=-8.9 molar_mass_g_mol=1447.60 lumo_ev=-1.4 smiles="C[C@@H](I)[C@@H](I)[C@@](N)(CCC(=O)O)[C@H](O[C@@](F)(C(=O)C(F)(F)C(F)(F)C(F)(F)C(=O)O)P(=O)(O)O)C(F)(F)c1cccc(C(F)(F)F)c1.O=[N+]([O-])c1ccccc1.O=[N+]([O-])c1ccccc1.O=[N+]([O-])c1ccccc1.O=[N+]([O-])c1ccccc1" total_charge=0
F -7.30192 -0.64363 2.20873 2.5 -0.4 -1.9 0.064
H -8.83225 -7.62120 -1.34149 0.1 -0.1 0.0 0.107
H -0.04793 1.04929 -1.68171 0.4 0.6 0.2 0.090
O -5.90980 -11.32806 -2.08659 0.4 0.5 0.1 0.068
I 0.47231 4.92320 3.25198 -0.2 -0.7 0.0 0.800
C 0.45439 1.43375 0.33962 0.1 0.4 -1.9 -0.388
C -4.97563 -7.93185 -1.56377 0.1 0.0 0.0 0.004
C 9.53150 -0.52031 0.33009 0.0 0.0 0.0 -0.070
H -0.40470 10.09854 7.29225 0.2 -0.1 -0.2 0.119
O -1.87993 1.86842 1.33494 -0.6 -0.4 -2.0 -0.067
O 2.77925 -0.40578 -3.50458 -0.9 -0.5 2.7 0.012
N 4.84568 -0.68925 -5.80634 0.0 0.5 0.4 -0.331
H 8.61695 -1.15547 -1.50949 -0.1 0.1 0.1 0.110
C 8.51186 -0.54760 -0.61708 0.0 0.1 0.2 -0.063
H 2.82088 -1.27906 -3.97604 -0.4 1.0 0.7 0.105
C -3.04799 2.01462 0.54237 -0.2 1.4 0.1 -0.349
H 4.93372 0.57684 -8.19220 0.0 -0.2 0.2 0.120
C 4.58700 -3.27006 -8.50572 0.0 0.3 0.0 -0.065
O 4.81458 -1.42956 -4.83012 0.2 0.1 -0.6 0.044
C 2.11086 2.33962 3.44541 0.2 0.0 0.8 -0.238
H -1.07701 -2.53178 3.71831 0.0 -0.5 -1.7 0.109
O 5.94228 2.42730 1.97228 0.0 -0.4 -0.6 0.059
F -6.67465 -0.87532 0.03796 1.7 0.0 3.1 0.090
C 9.40540 0.26022 1.47575 -0.2 0.0 -0.2 -0.065
H -1.43277 0.33799 -0.07044 0.7 0.8 1.6 0.150
C -7.17277 -8.95336 -1.64328 -0.1 -0.1 0.0 -0.006
C 2.10904 -0.60781 -2.24845 -1.1 -2.2 -1.2 -0.363
C 4.83823 -0.50059 -8.26954 0.0 0.1 0.0 0.001
C -1.16663 -4.39873 2.33451 0.3 2.8 -2.1 -0.040
C -5.29733 0.58310 1.59854 -1.8 1.2 1.9 -0.192
C 0.87249 2.80850 1.06889 -2.0 0.1 0.9 -0.674
H 2.69711 3.27674 3.72234 -0.6 -1.5 -0.4 0.031
C -0.97402 0.84261 0.86470 1.0 -1.1 -0.6 -0.123
N 1.32171 8.28553 6.27424 0.3 -0.5 0.4 -0.345
C 0.35080 10.63956 3.53028 -0.1 0.0 0.3 -0.066
H -3.40376 3.07390 3.16706 -1.0 0.5 0.0 0.093
C 2.53561 0.38647 -1.07677 0.6 -0.4 -0.6 -0.117
C 4.63851 -2.68806 -7.24355 0.0 -0.1 0.1 0.000
F -1.75293 -3.61070 -2.66071 1.5 -2.2 2.1 0.076
N 6.00865 1.74534 0.95988 -0.3 0.3 0.2 -0.330
F -2.78660 2.25743 -0.86303 -0.3 -0.8 2.8 0.016
C -0.50506 11.50185 4.20940 0.0 0.0 0.0 -0.074
F 0.36011 -4.32080 -2.19617 -3.1 -0.3 0.6 0.040
C -7.75282 -7.71159 -1.40570 0.3 0.0 0.0 -0.066
H -0.91596 -1.56728 -0.79932 0.0 -1.4 1.1 0.102
C 4.76868 -1.30490 -7.13328 -0.1 -0.4 -0.8 -0.142
H 0.83158 2.50644 -1.44714 -0.3 -0.6 0.0 0.053
C -0.95885 -2.31942 0.05085 -0.3 -1.7 2.5 0.065
C -5.39725 -2.11350 1.85575 -0.1 -1.4 1.4 -0.196
C 4.78874 -1.09172 -9.52742 0.0 -0.2 0.2 -0.065
C 4.66637 -2.47329 -9.64421 0.0 0.0 0.0 -0.071
H -1.27102 -5.08553 3.25083 0.2 1.0 -1.8 0.100
O -7.15976 -3.89688 1.22132 2.2 2.1 -0.4 0.086
C -6.13834 -0.77796 1.36440 -1.9 1.0 0.3 -0.186
H -0.10997 2.25436 3.11338 1.1 0.8 -1.0 0.068
H 1.61494 8.91512 3.66283 -0.1 0.0 0.3 0.118
F 0.22152 -0.19891 2.88860 -1.8 0.3 -1.7 0.044
H 1.25135 -0.76054 0.32118 0.3 1.8 -0.2 0.119
C 0.67840 9.38885 5.55680 -0.4 0.7 -0.4 -0.144
H -1.44473 11.97744 6.08410 0.1 -0.1 0.0 0.108
H 2.31530 0.48754 1.12982 -1.1 -0.3 -1.5 0.106
C 1.61220 0.33130 0.22243 0.9 -0.6 1.3 -0.116
H -7.74038 -3.19943 1.60930 0.6 -0.6 0.0 0.125
O 5.11855 1.66038 0.12249 0.9 -0.2 0.4 -0.075
C -1.12825 -4.92470 0.87904 0.0 4.4 1.0 0.023
C -0.87976 -0.28397 1.98767 -1.1 -1.4 0.9 -0.281
C -4.07328 0.77928 0.59299 0.9 -2.9 -3.4 -0.084
O 1.29253 -1.55622 -2.16315 2.5 3.2 0.2 0.035
C -1.00291 -4.39685 -1.75524 1.7 0.4 0.0 -0.373
H -7.40563 -5.61879 -1.05533 0.1 -0.1 0.0 0.100
H 0.10597 3.59423 0.70351 1.3 -1.4 0.5 0.058
H 4.63364 -2.93173 -10.62803 0.0 0.1 0.1 0.109
O -5.04206 4.00189 0.24239 3.0 -1.1 2.6 -0.295
C -6.94978 -6.58569 -1.24632 0.0 0.0 0.0 -0.065
H 1.87533 1.79126 4.43725 0.1 1.0 -1.7 0.094
H 2.80469 1.65037 2.85961 -1.1 0.9 0.5 0.048
O 1.04771 8.13816 7.45700 0.1 0.1 -0.6 0.073
C -0.77557 11.30298 5.56011 0.2 -0.1 -0.2 -0.068
N 0.12647 1.86127 -1.08006 -0.4 0.1 1.3 0.052
N -5.16806 -10.36637 -1.93980 0.2 -0.6 -0.1 -0.349
C -0.18576 10.24258 6.24000 0.0 0.0 0.1 -0.001
O -3.94685 -10.42496 -1.96402 -0.6 0.0 0.0 0.069
H 10.42909 -1.11145 0.17501 -0.1 0.1 0.0 0.108
C -1.06928 -2.88053 2.63646 0.1 -1.0 -3.2 0.014
O 4.94073 0.52655 -5.74767 0.0 -0.8 0.0 0.092
C -5.88138 -3.34508 0.91549 0.8 -2.0 -2.4 -0.279
H -2.43889 4.98224 -0.04594 -0.4 -0.3 0.7 0.091
C -5.78464 -9.05669 -1.71494 -0.4 0.7 0.1 -0.147
H -4.94501 -5.81273 -1.20716 -0.1 -0.2 0.0 0.086
C 0.94741 9.57809 4.20270 0.1 0.0 -0.1 -0.001
F -2.06061 -0.09604 2.82916 2.2 -0.3 -1.2 0.004
H 4.57887 -3.32035 -6.36438 0.0 0.3 0.0 0.120
H 4.48873 -4.34610 -8.60288 0.0 0.1 0.1 0.110
C -1.02803 -3.85012 -0.24924 -0.6 0.0 2.7 -0.028
H -7.80948 -9.82261 -1.76554 0.3 0.0 0.0 0.117
H 2.68126 1.41376 -1.54547 -0.2 -1.4 0.8 0.081
O -4.22829 3.48010 2.77820 2.7 -0.1 -3.0 -0.135
H -1.20634 -6.04266 0.69458 0.2 1.8 0.0 0.108
H -0.96304 12.33410 3.68324 0.0 -0.1 0.1 0.107
C 8.25477 1.01346 1.68228 0.0 0.0 0.1 0.001
P -3.84065 3.67223 1.13181 -2.2 2.4 -1.8 0.724
H 10.20409 0.27871 2.20986 -0.1 0.0 -0.1 0.109
F -6.27631 1.63462 1.52734 2.6 -2.3 -0.3 0.069
O -3.91133 -0.11487 -0.28715 -0.9 3.3 3.8 0.134
O 2.09863 7.57741 5.65042 -0.4 0.4 0.3 0.047
O -2.59864 4.84310 0.91589 -1.8 -2.4 0.7 -0.191
H 3.59100 0.04546 -0.74424 -1.7 0.5 -0.7 0.126
C 7.35629 0.20015 -0.41781 -0.1 0.0 -0.1 0.004
I 2.83027 3.59292 0.53006 -1.1 0.0 -0.1 1.047
H 6.56776 0.16773 -1.16215 0.0 0.1 0.2 0.120
H 4.84867 -0.47548 -10.41839 0.0 0.0 0.1 0.109
C 0.78365 2.80259 2.66870 0.8 -0.4 0.4 -0.745
F -1.34351 -5.78227 -1.83371 0.3 3.5 -0.1 0.048
H -3.89495 -8.00296 -1.62300 -0.2 -0.2 0.0 0.115
C -0.96840 -1.79445 1.49797 0.0 -4.4 -0.3 -0.064
F -5.87656 -2.42677 3.18154 1.1 0.8 -2.7 0.058
C -5.56488 -6.69367 -1.32926 -0.1 -0.2 -0.1 -0.059
F -4.89769 0.55767 2.98334 -0.5 -0.1 -3.2 0.067
H 0.55571 10.79767 2.47669 0.0 -0.1 0.1 0.109
O -5.19632 -3.81738 -0.00859 -2.4 2.1 3.9 0.120
H 8.16883 1.61735 2.57894 -0.2 0.0 -0.2 0.120
C 7.23293 0.97374 0.73501 0.7 -0.5 -0.1 -0.139
F -3.99670 -2.01247 1.96577 -3.3 -0.1 -0.7 0.096

No. 4
78
Properties=species:S:1:pos:R:3:forces:R:3:mulliken_spin:R:1 method="wB97M-V/def2-TZVPD" gap_ev="3.9 / 3.8" homo_ev="-1.9 / -5.0" molar_mass_g_mol=858.37 lumo_ev="2.0 / -1.2" spin_multiplicity=8 s2=15.838 total_charge=-1
H -1.73519 -0.74048 -6.26505 0.0 0.1 0.2 0.000
C -0.80922 -2.35932 -5.23991 -0.2 -0.4 0.0 0.000
O 2.12685 0.22949 1.11643 2.3 -0.9 2.7 0.293
C -3.91442 -0.13455 -2.13492 0.3 0.0 0.5 0.000
N -6.09164 2.54517 -2.13854 1.3 -0.7 0.0 0.000
H -3.45164 -3.29801 -0.29077 -0.1 -0.3 0.0 0.001
C -0.52265 2.18618 -3.50815 0.0 -0.3 0.1 -0.014
Gd 0.03893 0.75523 0.40094 -0.6 -1.0 -1.0 3.795
H 0.23586 -3.88392 -4.07878 -0.1 0.1 0.1 0.011
C -3.93310 1.22408 -1.72569 0.5 -0.3 0.2 -0.002
C 0.21946 -3.02084 0.86936 -0.4 0.8 0.7 0.079
C -0.06218 -2.84102 -4.12613 -0.1 1.4 0.0 0.021
C -2.33626 4.94153 2.93936 -0.3 1.0 1.1 0.039
C -0.81373 -0.05945 -4.41703 1.0 0.2 0.7 -0.026
H -3.67788 6.02753 4.27292 -0.5 -0.2 0.1 -0.001
C 2.62227 -0.82858 4.64488 -0.9 0.6 -0.7 0.101
C 3.56509 -3.09704 -2.06002 1.0 -0.2 -0.2 0.008
H 4.59961 -0.57244 1.33033 -0.4 0.3 0.1 -0.008
H -1.62196 1.73485 -5.31739 0.0 0.1 0.4 0.009
H 0.05055 0.06468 4.52920 0.2 -0.1 0.0 0.016
C -0.40610 6.75504 3.87966 0.5 -0.6 -0.3 -0.014
H -2.11717 3.42153 0.00127 -1.0 -0.5 -0.5 -0.003
C 2.68838 -0.17976 2.24284 -1.5 0.9 -1.9 0.299
H 0.98328 2.36050 -1.95500 -0.1 0.4 0.2 0.036
H -0.80783 3.24645 -3.45259 0.5 -0.4 -0.3 0.003
C 2.22206 -3.39913 -1.91408 0.2 -0.3 0.6 0.088
H 5.61233 -1.63760 3.22982 -0.4 0.4 0.1 0.023
H 0.74267 -4.95853 -1.80343 0.7 -0.1 0.0 0.004
N -2.32608 8.70154 5.97556 0.1 -0.4 -0.2 0.018
C 4.61224 -1.19797 3.32018 1.2 -0.6 1.1 0.169
C -5.10748 1.92424 -2.00119 -1.7 1.5 -0.1 -0.001
C 1.91746 -0.26373 3.49958 1.0 -1.1 0.9 0.137
C 1.81121 -4.71982 -1.92501 0.4 -0.2 0.0 0.004
C -0.77463 -3.37153 1.79424 -0.1 -0.6 -0.2 -0.016
C -1.44957 -2.90928 -0.85988 -0.4 0.1 0.3 0.055
C -0.57586 3.94430 1.51795 0.4 -2.3 -1.3 0.108
P 1.15019 -2.00155 -1.57150 -0.7 -0.1 0.0 0.068
C 0.37195 1.66592 -2.51474 -0.2 0.7 1.0 0.285
C 4.01795 -0.58860 2.25378 0.8 -0.6 -0.9 0.099
C 0.29833 -1.89602 -3.15524 -0.8 0.6 -1.0 -0.027
H -2.90561 -3.90256 2.10248 0.5 0.4 -0.3 0.002
C -1.72490 6.81884 4.33869 0.4 -0.4 0.1 0.038
H 0.94479 5.74012 2.59345 -0.3 -0.2 0.0 0.003
H -0.46008 -3.55533 2.81740 -0.2 0.0 0.0 0.000
H 2.40183 -6.70958 -2.15606 0.2 -0.6 0.0 0.000
Cl 4.76985 -2.04048 5.85573 -0.3 0.0 0.2 0.051
H 0.38020 7.41006 4.28412 -0.6 -0.2 -0.3 0.000
C 2.79189 -5.71262 -2.09478 -1.7 -0.2 0.0 0.003
H 2.07875 -0.93552 5.57196 0.0 0.0 0.1 0.016
C 4.52595 -4.09858 -2.16807 0.1 -0.3 -0.4 0.003
C 0.40367 0.31884 -2.21710 0.2 0.6 -2.6 0.475
C -1.03348 4.85863 2.47189 0.9 0.9 0.3 -0.001
C 0.54123 0.02595 3.55181 -1.8 0.6 -1.3 0.357
N -2.95098 3.05161 -0.51695 2.1 -0.1 1.3 0.003
C -2.13000 -3.55020 1.40653 1.2 0.2 -0.3 0.019
O -2.06631 0.92070 -0.33970 -1.2 1.5 -0.6 -0.047
H 4.85049 -6.25384 -2.40719 -0.2 0.3 0.3 0.000
C -1.04819 1.35559 -4.47060 -0.3 -0.2 -0.1 0.129
H -1.76978 -2.74044 -1.89692 0.2 0.1 0.6 0.006
C -2.05857 7.83637 5.25873 -0.5 1.0 0.8 -0.006
C -0.08109 5.77260 2.95930 0.5 0.8 0.5 0.036
C -2.92814 1.74785 -0.83285 -0.6 -1.8 -0.5 0.003
N -3.90694 -1.25528 -2.41834 0.0 0.0 -0.2 -0.001
C -2.43057 -3.29834 0.06907 0.1 0.3 -0.2 -0.025
C -1.16786 -1.03129 -5.38399 0.2 0.0 0.3 0.013
H -1.18148 -3.05563 -6.00965 0.4 0.3 0.5 0.002
C -0.04928 -0.50562 -3.29270 -0.6 -2.3 0.2 0.067
H 1.25785 -2.82375 1.17599 -0.5 -0.3 0.1 0.000
H 3.87202 -2.05415 -2.13283 0.0 -0.2 0.3 0.001
C -0.12945 -2.70910 -0.44023 -0.3 -0.3 -0.9 -0.080
H -3.05808 4.30531 2.48867 -0.6 -0.5 0.0 0.006
C -2.67524 5.89116 3.92878 0.6 -0.3 -1.6 -0.017
O -0.24554 0.27535 2.51371 1.4 -0.9 3.0 0.203
H 5.57511 -3.80481 -2.27538 -0.3 -0.2 0.0 0.000
H -3.63384 3.68479 -0.84369 -0.7 0.3 -0.6 0.001
C 3.93895 -1.29998 4.56152 -0.5 0.6 -1.7 0.185
C -0.18140 3.00780 0.79053 -0.3 3.0 0.6 -0.107
C 4.13215 -5.45358 -2.20656 0.7 1.1 -0.2 0.004